(1)
The following is a quantum chemistry calculation of a cluster of 9 separate species, C53H40BClN2O34P in total in a non-equilibrium geometry, from the OMol25 dataset.

* largest force on an atom: 3.1 eV/A
* electronic energy: -150683.0711 eV
* LUMO level: -5.17 eV
* highest occupied orbital energy: -11.00 eV
* gap between HOMO and LUMO: 5.83 eV
* multiplicity: 1
* total charge: +1
* energy above the lowest of the compared OMol25 structures with the same formula, charge and spin: 119.7 kJ/mol

Last column: Mulliken charge in e.
Atoms and positions in Å:
C (-3.18, 5.13, -2.89)  -0.9323
B (-3.17, 3.64, -3.47)  0.4466
O (-3.38, 3.37, -4.81)  -0.5539
C (-2.93, 2.46, -2.41)  0.7076
C (-3.51, 2.45, -1.10)  -0.7520
C (-3.12, 1.32, -0.34)  -0.0394
N (-2.32, 0.39, -0.81)  0.7377
P (-1.88, -0.99, 0.33)  0.1495
O (-0.57, -1.73, -0.28)  -0.1877
Cl (-1.27, 0.02, 2.08)  -0.0964
N (-1.78, 0.29, -2.01)  -0.7371
C (-2.12, 1.33, -2.74)  -0.5077
H (-4.06, 5.26, -2.22)  0.2935
H (-2.29, 5.20, -2.22)  0.3567
H (-3.12, 5.90, -3.68)  0.2912
H (-2.58, 3.45, -5.35)  0.3356
H (-4.17, 3.24, -0.73)  0.3741
H (-3.51, 1.22, 0.69)  0.4189
H (0.03, -1.01, -0.60)  0.3441
H (-1.71, 1.32, -3.76)  0.4117
C (3.98, -4.48, 0.61)  -0.8309
C (3.30, -3.61, -0.16)  0.2851
C (2.70, -2.37, 0.42)  1.0457
O (2.10, -1.59, -0.32)  -0.5621
C (2.85, -2.13, 1.84)  -1.1580
C (3.52, -2.99, 2.61)  0.1120
C (4.15, -4.22, 2.04)  0.8605
O (4.77, -4.97, 2.77)  -0.6125
O (3.67, -2.79, 3.92)  -0.4059
O (3.13, -3.84, -1.48)  -0.6403
H (4.42, -5.38, 0.20)  0.8409
H (2.40, -1.23, 2.25)  0.4959
H (4.20, -3.55, 4.26)  0.3453
H (2.61, -3.08, -1.81)  0.2358
C (4.03, -2.05, 7.35)  -0.9812
C (4.39, -0.91, 7.94)  0.2425
C (5.18, -0.91, 9.21)  0.9024
O (5.50, 0.16, 9.71)  -0.6119
C (5.51, -2.20, 9.82)  -0.9475
C (5.14, -3.34, 9.22)  0.4423
C (4.38, -3.34, 7.93)  1.0479
O (4.08, -4.40, 7.42)  -0.6397
O (5.43, -4.53, 9.75)  -0.5562
O (4.08, 0.28, 7.42)  -0.5506
H (3.46, -2.06, 6.42)  0.5331
H (6.06, -2.18, 10.75)  0.4246
H (5.06, -5.19, 9.13)  0.3502
H (4.46, 0.94, 8.03)  0.3533
C (3.85, 1.02, -3.18)  -1.1009
C (4.85, 1.90, -3.27)  0.3161
C (6.23, 1.48, -3.69)  1.0191
O (7.10, 2.32, -3.77)  -0.5655
C (6.45, 0.07, -3.98)  -0.9940
C (5.45, -0.81, -3.89)  0.3124
C (4.07, -0.38, -3.49)  1.1652
O (3.18, -1.22, -3.44)  -0.6529
O (5.63, -2.11, -4.14)  -0.5656
O (4.67, 3.20, -2.98)  -0.4577
H (2.85, 1.31, -2.88)  0.5036
H (7.46, -0.22, -4.26)  0.4331
H (4.76, -2.53, -4.01)  0.3458
H (5.55, 3.62, -3.12)  0.2545
C (0.79, 1.70, 7.33)  -1.0459
C (0.67, 2.88, 7.95)  0.4100
C (-0.50, 3.78, 7.71)  0.8763
O (-0.57, 4.83, 8.30)  -0.5982
C (-1.52, 3.33, 6.76)  -0.9510
C (-1.40, 2.15, 6.15)  0.3942
C (-0.24, 1.25, 6.41)  1.0768
O (-0.19, 0.17, 5.83)  -0.6301
O (-2.33, 1.72, 5.27)  -0.6035
O (1.60, 3.33, 8.80)  -0.5488
H (1.64, 1.05, 7.50)  0.5400
H (-2.36, 3.99, 6.59)  0.4242
H (-2.02, 0.84, 4.98)  0.2968
H (1.29, 4.20, 9.11)  0.3522
C (-6.74, 3.14, -5.51)  -1.0083
C (-6.88, 3.22, -6.84)  0.2232
C (-8.18, 2.85, -7.50)  0.8782
O (-8.27, 2.96, -8.71)  -0.5972
C (-9.27, 2.39, -6.66)  -0.9057
C (-9.12, 2.31, -5.33)  0.3601
C (-7.84, 2.70, -4.67)  1.1673
O (-7.76, 2.63, -3.45)  -0.6507
O (-10.11, 1.88, -4.53)  -0.5533
O (-5.89, 3.62, -7.64)  -0.5647
H (-5.81, 3.40, -5.02)  0.4999
H (-10.20, 2.11, -7.15)  0.4516
H (-9.74, 1.92, -3.63)  0.3107
H (-6.25, 3.58, -8.54)  0.3562
C (4.01, -9.16, 0.50)  -0.9977
C (3.39, -10.29, 0.13)  0.4051
C (3.19, -10.64, -1.31)  0.9167
O (2.63, -11.68, -1.59)  -0.5999
C (3.66, -9.70, -2.32)  -0.9077
C (4.28, -8.57, -1.95)  0.3456
C (4.51, -8.23, -0.51)  0.9930
O (5.09, -7.20, -0.23)  -0.6782
O (4.73, -7.69, -2.86)  -0.5786
O (2.93, -11.15, 1.04)  -0.5582
H (4.17, -8.89, 1.53)  0.4731
H (3.49, -9.95, -3.35)  0.4316
H (5.13, -6.96, -2.34)  0.3549
H (2.53, -11.88, 0.52)  0.3562
C (4.85, 6.63, -1.97)  -0.8830
C (6.01, 6.72, -2.64)  0.2605
C (6.51, 8.03, -3.16)  0.9650
O (7.58, 8.06, -3.75)  -0.6049
C (5.69, 9.22, -2.94)  -0.9259
C (4.54, 9.13, -2.27)  0.3674
C (4.05, 7.82, -1.73)  0.9416
O (3.00, 7.80, -1.11)  -0.6310
O (3.76, 10.20, -2.06)  -0.5534
O (6.77, 5.65, -2.88)  -0.5012
H (4.48, 5.69, -1.58)  0.4488
H (6.06, 10.16, -3.34)  0.4207
H (2.99, 9.87, -1.55)  0.3526
H (7.54, 5.98, -3.38)  0.3391
C (-10.99, -0.76, -1.89)  -0.8335
C (-9.66, -0.92, -1.85)  0.2303
C (-9.03, -2.10, -1.20)  0.9905
O (-7.81, -2.20, -1.21)  -0.6476
C (-9.90, -3.08, -0.56)  -0.9594
C (-11.23, -2.93, -0.60)  0.3321
C (-11.87, -1.76, -1.28)  0.8489
O (-13.08, -1.67, -1.30)  -0.5857
O (-12.05, -3.81, -0.02)  -0.5516
O (-8.83, -0.02, -2.40)  -0.4011
H (-11.46, 0.09, -2.37)  0.4686
H (-9.43, -3.93, -0.08)  0.4190
H (-12.96, -3.47, -0.19)  0.3616
H (-7.93, -0.37, -2.24)  0.3199

(2)
The following is a quantum chemistry calculation of the molecule C3H8N2O2 in a non-equilibrium geometry, from the OMol25 dataset.

* largest force on an atom: 1.7 eV/A
* electronic energy: -10313.7091 eV
* LUMO level: 0.81 eV
* highest occupied orbital energy: -10.08 eV
* gap between HOMO and LUMO: 10.90 eV
* multiplicity: 1
* energy above the lowest of the compared OMol25 structures with the same formula, charge and spin: 312.9 kJ/mol

Last column: Mulliken charge in e.
Atoms and positions in Å:
H (2.14, -1.50, 0.79)  0.3141
N (2.11, -0.78, 0.08)  -0.6215
C (0.98, -0.58, -0.40)  0.6452
O (-0.21, -1.24, -0.04)  -0.1869
N (-0.02, -2.23, 0.97)  -0.5084
O (0.71, 0.36, -1.30)  -0.4013
C (0.09, 1.61, -0.81)  -0.2229
C (-1.17, 1.40, -0.01)  -0.9210
H (-0.80, -2.12, 1.62)  0.2525
H (-0.11, -3.14, 0.51)  0.2205
H (0.86, 2.12, -0.22)  0.2981
H (-0.10, 2.15, -1.74)  0.2749
H (-1.75, 2.32, 0.02)  0.3646
H (-1.75, 0.57, -0.47)  0.2427
H (-0.96, 1.05, 1.00)  0.2495

(3)
The following is a quantum chemistry calculation of a cluster of 10 separate species, C28H69N8O10 in total in a non-equilibrium geometry, from the OMol25 dataset.

* largest force on an atom: 2.0 eV/A
* electronic energy: -62545.4426 eV
* LUMO level: -2.31 eV
* highest occupied orbital energy: -10.58 eV
* gap between HOMO and LUMO: 8.27 eV
* multiplicity: 1
* total charge: +1

Last column: Mulliken charge in e.
Atoms and positions in Å:
N (-0.56, 0.55, 3.12)  0.3426
H (-1.33, 1.19, 3.39)  0.3668
H (0.27, 0.67, 3.68)  0.3810
H (-0.37, 0.79, 2.14)  -0.7057
H (-0.99, -0.40, 3.08)  0.4226
C (1.14, 5.52, -0.26)  -1.1345
N (0.56, 4.17, 0.10)  0.6581
C (-0.65, 4.48, 0.96)  -0.5653
C (0.24, 3.47, -1.20)  -0.4026
C (1.62, 3.29, 0.76)  1.1768
C (2.26, 3.91, 1.99)  -0.8795
O (1.46, 3.86, 3.17)  -0.5297
H (0.40, 6.05, -0.87)  0.4686
H (2.01, 5.44, -0.91)  0.3394
H (1.20, 6.18, 0.60)  0.4925
H (-0.39, 4.74, 1.98)  0.3287
H (-1.15, 3.51, 0.94)  -0.0651
H (-1.17, 5.27, 0.43)  0.5068
H (0.00, 2.44, -0.96)  -0.0929
H (1.10, 3.52, -1.86)  0.4292
H (-0.65, 3.96, -1.59)  0.3467
H (2.41, 3.21, 0.02)  -0.0520
H (1.14, 2.33, 0.96)  -0.8771
H (2.48, 4.95, 1.76)  0.2756
H (3.18, 3.38, 2.23)  0.4899
H (1.68, 3.05, 3.64)  0.3471
C (-1.17, -0.07, -1.44)  -1.2700
C (-0.75, 0.38, -0.05)  0.5342
O (-1.42, 1.30, 0.50)  -0.7792
O (0.37, 0.02, 0.41)  -0.0126
H (-2.21, -0.37, -1.51)  0.3896
H (-0.57, -0.84, -1.93)  -0.0775
H (-1.04, 0.82, -2.07)  0.3096
C (4.02, 0.90, 0.99)  0.3573
O (4.71, 1.90, 0.92)  -0.6514
N (4.43, -0.37, 0.83)  0.1915
C (3.50, -1.48, 0.77)  -0.6764
C (5.84, -0.71, 0.62)  -0.9890
H (2.95, 0.90, 1.24)  0.1668
H (3.55, -2.13, 1.64)  0.4171
H (3.77, -2.04, -0.13)  0.3611
H (2.50, -1.17, 0.48)  -0.1342
H (6.15, -1.40, 1.41)  0.3376
H (5.90, -1.11, -0.39)  0.3228
H (6.50, 0.15, 0.63)  0.2922
C (-0.63, -2.66, 2.08)  0.6672
O (-1.35, -2.04, 2.87)  -0.9872
N (0.15, -3.69, 2.41)  0.1750
C (0.96, -4.41, 1.44)  -0.8653
C (0.11, -4.27, 3.75)  -1.0309
H (-0.52, -2.42, 1.01)  0.0605
H (0.99, -3.95, 0.46)  0.1718
H (0.57, -5.43, 1.31)  0.3456
H (1.95, -4.52, 1.87)  0.3598
H (-0.16, -3.48, 4.45)  0.3024
H (-0.63, -5.06, 3.81)  0.3206
H (1.11, -4.64, 3.98)  0.3616
C (-4.21, -1.95, 0.99)  0.4608
O (-4.56, -3.04, 0.58)  -0.7063
N (-4.83, -1.32, 2.00)  0.1760
C (-4.47, 0.05, 2.37)  -0.3992
C (-5.96, -1.91, 2.70)  -1.0197
H (-3.33, -1.38, 0.67)  0.0503
H (-5.11, 0.75, 1.84)  0.4447
H (-3.50, 0.21, 1.89)  -0.5060
H (-4.41, 0.19, 3.45)  0.4361
H (-6.45, -2.72, 2.18)  0.3235
H (-5.54, -2.33, 3.63)  0.3441
H (-6.61, -1.12, 3.08)  0.3306
C (0.70, -2.87, -5.14)  0.4071
O (0.15, -3.94, -5.05)  -0.6305
N (1.82, -2.58, -5.85)  0.1163
C (2.50, -1.30, -5.76)  -0.8164
C (2.32, -3.58, -6.79)  -0.9579
H (0.38, -1.99, -4.54)  0.1232
H (3.49, -1.46, -5.34)  0.3297
H (1.93, -0.56, -5.21)  0.1691
H (2.59, -0.83, -6.74)  0.3584
H (1.70, -4.46, -6.65)  0.2891
H (2.29, -3.23, -7.83)  0.3047
H (3.34, -3.84, -6.52)  0.3362
C (4.36, -0.71, -2.79)  -0.0678
O (5.52, -0.44, -2.97)  -0.6334
N (3.41, 0.25, -2.59)  0.5197
C (2.05, -0.10, -2.27)  -0.9199
C (3.73, 1.64, -2.44)  -0.8392
H (3.90, -1.71, -2.81)  0.5051
H (1.89, -1.18, -2.33)  0.3068
H (1.32, 0.37, -2.94)  0.4285
H (1.83, 0.23, -1.25)  -0.0465
H (3.51, 2.00, -1.43)  0.0161
H (4.78, 1.87, -2.57)  0.3933
H (3.10, 2.20, -3.13)  0.3305
C (-3.19, 3.03, 4.44)  -0.0508
O (-2.66, 1.92, 4.30)  -0.6556
N (-3.75, 3.75, 3.45)  0.2830
C (-4.62, 4.86, 3.75)  -0.9182
C (-3.77, 3.25, 2.09)  -0.6912
H (-3.32, 3.46, 5.44)  0.3613
H (-5.64, 4.54, 3.53)  0.3416
H (-4.36, 5.70, 3.11)  0.2833
H (-4.62, 5.20, 4.78)  0.3238
H (-3.44, 3.99, 1.35)  0.3586
H (-3.16, 2.36, 1.97)  -0.1487
H (-4.79, 3.02, 1.79)  0.5162
C (-1.70, -4.68, -1.32)  -0.3302
C (-2.42, -4.73, -2.66)  0.4806
O (-2.78, -5.78, -3.12)  -0.5854
C (-2.57, -3.41, -3.40)  -0.4992
H (-2.28, -4.11, -0.60)  0.1242
H (-0.75, -4.13, -1.39)  0.0231
H (-1.52, -5.70, -0.99)  0.4229
H (-3.39, -2.88, -2.91)  0.3930
H (-2.69, -3.69, -4.44)  0.3414
H (-1.67, -2.82, -3.29)  -0.3697